[1]
10
Properties=species:S:1:pos:R:3:forces:R:3 method="wB97M-V/def2-TZVPD" smiles="C#C.C=C" fmax_ha_per_bohr=0.1014 charge=0 relative_energy_kcal_mol=66.2 orbital_gap_ha=0.4020 e_homo_ev=-9.7
C -2.045 0.582 0.022 -0.425 0.212 -0.148
C -2.661 -0.420 -0.241 0.029 -0.173 0.439
C 2.104 -0.007 -0.389 -3.507 0.939 2.799
C 1.009 -0.100 0.485 1.158 3.117 -4.013
H -1.505 1.503 0.248 -0.793 -0.763 -0.326
H -3.192 -1.369 -0.344 0.486 0.942 -0.093
H 2.909 -0.696 -0.379 0.395 -0.821 0.238
H 2.287 0.864 -0.964 -0.177 0.637 -0.792
H 1.078 -0.944 1.049 -0.619 -2.184 1.897
H 0.016 0.588 0.512 3.455 -1.907 -0.001

***

[2]
10
Properties=species:S:1:pos:R:3:forces:R:3 method="wB97M-V/def2-TZVPD" smiles="C=C=CC" fmax_ha_per_bohr=0.0281 charge=0 relative_energy_kcal_mol=34.3 orbital_gap_ha=0.3307 e_homo_ev=-8.3
C -1.243 1.042 -0.081 -0.149 0.158 -0.263
C -0.545 -0.174 0.471 0.184 -0.003 0.076
C 0.630 -0.587 0.066 0.032 0.228 0.132
C 1.775 -1.087 -0.317 -0.192 -0.260 -0.034
H -2.115 0.909 -0.724 0.005 -0.269 0.018
H -0.501 1.640 -0.609 -0.209 0.031 -0.156
H -1.564 1.642 0.780 0.020 -0.125 -0.186
H -0.956 -0.626 1.365 0.338 0.460 0.561
H 1.834 -2.153 -0.316 -0.255 -0.814 -1.167
H 2.685 -0.605 -0.635 0.226 0.594 1.019

***

[3]
13
Properties=species:S:1:pos:R:3:forces:R:3 method="wB97M-V/def2-TZVPD" fmax_ha_per_bohr=0.1236 charge=+1 relative_energy_kcal_mol=65.5 orbital_gap_ha="0.1849 / 0.2492" spin_multiplicity=3 e_homo_ev="-10.8 / -13.7"
C -0.603 0.510 0.369 0.764 1.661 3.619
O -0.968 1.786 0.023 -0.278 -0.710 -0.026
H -1.311 0.111 1.109 -0.228 0.171 -0.365
H -0.869 1.921 -0.926 0.613 0.272 0.060
C 0.949 0.099 1.216 -2.044 0.272 0.381
C 1.125 -0.934 0.165 -1.025 -4.135 -4.719
C -0.055 -0.475 -0.612 1.975 4.345 -0.761
O -1.131 -0.709 -1.247 -0.753 -2.509 -0.557
Ag -2.200 -0.018 -2.862 -0.504 0.213 -0.786
H 1.662 0.927 1.153 -0.333 -0.191 -0.205
H 0.709 -0.194 2.240 0.135 0.116 -0.200
H 2.097 -1.046 -0.323 -0.130 0.410 0.013
H 0.594 -1.976 -0.307 1.808 0.083 3.546

***

[4]
14
Properties=species:S:1:pos:R:3:forces:R:3 method="wB97M-V/def2-TZVPD" fmax_ha_per_bohr=0.1091 charge=+1 relative_energy_kcal_mol=137.5 orbital_gap_ha=0.1941 e_homo_ev=-11.9
H -1.433 1.166 0.918 -1.580 -2.218 2.861
O 0.283 1.007 1.724 3.788 1.257 -3.940
Ag 1.382 1.006 -3.146 -0.252 0.006 0.651
O 0.499 1.368 -0.851 -1.097 -0.742 1.413
C -0.072 1.781 0.146 3.170 -0.148 1.626
O -0.455 3.013 0.308 -0.645 -1.054 1.692
C 0.155 4.057 -0.459 0.255 0.387 -0.648
C -0.885 0.643 2.179 -3.245 3.469 -2.805
C -1.399 0.631 3.394 -0.483 0.151 -0.770
H -0.111 4.988 0.047 -0.006 -0.299 -0.117
H 1.245 3.936 -0.462 -0.263 -0.038 -0.001
H -0.252 4.049 -1.477 0.131 0.046 0.231
H -2.471 0.788 3.509 0.216 -0.683 0.054
H -0.753 0.702 4.269 0.010 -0.136 -0.248

***

[5]
14
Properties=species:S:1:pos:R:3:forces:R:3 method="wB97M-V/def2-TZVPD" fmax_ha_per_bohr=0.1444 charge=+3 relative_energy_kcal_mol=20.6 orbital_gap_ha=0.1047 e_homo_ev=-23.4
Al -0.016 1.776 -3.873 -0.295 0.442 -1.599
C -1.077 -1.224 0.814 -1.086 -0.316 0.409
C -0.400 0.093 0.693 1.587 -2.596 -0.201
C 1.131 0.037 0.698 0.167 0.445 1.197
O 1.471 0.776 -0.485 0.035 1.139 -1.823
C 0.422 1.028 -1.177 -0.615 -3.526 6.507
O 0.380 1.436 -2.321 0.405 1.577 -2.758
O -0.697 0.631 -0.559 0.356 1.945 -1.628
H -1.029 -1.663 1.810 -0.233 0.285 0.088
H -0.592 -1.920 0.129 0.422 -0.329 -0.579
H -2.090 -1.174 0.415 -0.441 -0.188 0.371
H -0.567 0.633 1.625 -1.083 1.198 0.391
H 1.535 -0.974 0.654 0.124 -0.215 -0.174
H 1.528 0.544 1.578 0.658 0.139 -0.203

***

[6]
13
Properties=species:S:1:pos:R:3:forces:R:3 method="wB97M-V/def2-TZVPD" fmax_ha_per_bohr=0.0659 charge=+3 relative_energy_kcal_mol=15.8 orbital_gap_ha="0.3143 / 0.1803" spin_multiplicity=3 e_homo_ev="-24.4 / -26.0"
O 0.168 0.853 -0.025 1.216 0.112 0.116
C 1.373 0.591 -0.064 -1.568 -1.120 -0.921
O 1.653 -0.796 -0.206 -0.954 -0.615 0.734
C -0.945 -0.143 -0.104 1.622 0.898 -0.328
C -2.235 0.600 0.091 1.282 0.067 0.670
H -0.856 -0.601 -1.094 -0.518 0.343 -0.551
H -0.749 -0.883 0.677 -0.488 0.112 0.812
H -2.377 1.361 -0.685 -0.495 -0.456 -2.085
H -3.052 -0.130 0.015 -2.451 0.309 0.048
H -2.280 1.066 1.082 -0.238 -1.108 1.443
Au 3.296 1.060 -0.099 2.780 1.903 0.390
C 2.914 -0.964 0.067 -1.114 -0.329 -0.116
H 3.090 -2.014 0.344 0.925 -0.119 -0.210

***

[7]
14
Properties=species:S:1:pos:R:3:forces:R:3 method="wB97M-V/def2-TZVPD" fmax_ha_per_bohr=0.3195 charge=+3 relative_energy_kcal_mol=26.6 orbital_gap_ha="0.3682 / 0.1779" spin_multiplicity=3 e_homo_ev="-24.2 / -24.4"
C -3.564 1.218 0.008 -0.411 0.512 0.210
C -2.349 1.283 0.001 3.246 0.861 0.222
H -4.647 1.233 0.039 -0.095 -0.049 -0.011
H -1.155 1.242 -0.067 -3.648 0.164 0.161
H -2.858 2.372 0.503 -0.058 -1.242 -0.553
Au 2.521 1.947 -0.206 7.210 14.700 -1.363
O 2.701 0.178 0.018 0.133 -7.521 0.653
C 1.455 0.147 -0.102 -2.016 -2.549 0.739
O 0.791 1.232 -0.131 -3.787 -3.140 -0.014
O 0.776 -0.983 -0.142 0.162 -2.143 0.097
C 1.472 -2.240 -0.003 -2.926 -0.023 -0.153
H 0.693 -3.007 -0.038 0.052 0.143 -0.075
H 2.170 -2.360 -0.837 1.113 0.085 -0.453
H 1.993 -2.262 0.958 1.023 0.202 0.541

***

[8]
18
Properties=species:S:1:pos:R:3:forces:R:3 method="wB97M-V/def2-TZVPD" fmax_ha_per_bohr=0.1598 charge=+1 orbital_gap_ha=0.1497 e_homo_ev=-10.3
O -1.198 -1.285 -1.977 -2.434 2.678 1.915
C -0.417 -1.668 -1.117 1.171 1.859 4.989
F 0.320 -2.825 -1.387 0.731 -1.235 0.117
N -0.067 -1.190 0.000 -0.982 -0.490 -0.114
C -1.093 -0.314 0.891 -0.037 0.077 -0.271
O -1.724 -1.017 1.573 -0.561 -0.014 0.281
C -0.773 1.128 0.763 0.098 0.384 0.699
C -0.048 1.549 -0.498 0.847 -0.089 0.410
O 1.301 1.398 -0.214 0.459 0.024 -0.514
B 1.528 0.908 1.156 0.221 -0.291 0.376
O 0.169 1.179 1.798 0.252 -0.304 -0.099
H 0.551 -1.748 0.574 0.631 0.260 0.292
H -1.616 1.761 0.986 -0.569 -0.041 0.165
H -0.283 0.925 -1.345 -0.614 -0.166 -0.684
H -0.301 2.577 -0.721 -0.096 0.379 -0.220
H 1.752 -0.380 1.134 0.074 0.678 0.189
H 2.412 1.481 1.763 -0.243 -0.190 -0.177
Sr -0.513 -2.478 -3.379 1.053 -3.518 -7.352